Density functional theory data (wB97M-V/def2-TZVPD) for a structure of composition C39H32MnN13O5.

HOMO level (spin up / spin down) ... -10.474 / -10.481 eV
Gap between HOMO and LUMO (spin up / spin down) ... 8.3 / 8.3 eV
Net charge ... +1
Spin multiplicity ... 6
⟨S²⟩ ... 8.753

Each line ends with the Mulliken charge.
Atoms and positions in Å:
Mn: 0.6680 1.5994 -1.1357  0.46
C: -2.3511 0.0827 -5.7681  -1.35
N: -1.8631 0.8427 -4.6149  0.92
C: -0.6882 0.7723 -4.0025  -0.13
N: -0.6784 1.5886 -2.9591  -0.10
C: -1.9288 2.1442 -2.9892  -0.56
N: -2.6752 1.7130 -3.9738  -0.92
C: -3.0442 -1.1979 -5.3685  1.21
C: -4.3780 -1.4096 -5.6852  -0.78
C: -5.0006 -2.6025 -5.3335  -0.72
C: -4.3008 -3.5855 -4.6573  -1.01
C: -2.9623 -3.3737 -4.3349  -0.13
C: -2.3398 -2.1857 -4.6949  0.05
C: -2.2115 -4.4042 -3.6213  0.72
N: -2.5793 -5.5878 -3.2790  -0.47
N: -1.4957 -6.1580 -2.6159  -0.49
C: -0.5654 -5.2705 -2.6120  0.58
O: -0.9439 -4.1267 -3.2335  -0.23
C: 0.7698 -5.3283 -2.0210  -0.03
C: 1.1779 -6.4545 -1.3173  -0.92
C: 2.4350 -6.4655 -0.7329  -0.61
C: 3.2694 -5.3610 -0.8325  -0.92
C: 2.8646 -4.2347 -1.5405  0.76
C: 3.8056 -3.0536 -1.6445  -1.02
N: 3.1273 -1.8153 -2.0205  0.98
C: 2.1014 -1.2234 -1.4173  -0.84
N: 1.7230 -0.1661 -2.1234  0.45
C: 2.6085 -0.1584 -3.1669  -0.71
N: 3.4619 -1.1496 -3.1506  -1.04
C: 1.6182 -4.2313 -2.1430  -0.15
H: -1.4938 -0.1205 -6.4086  0.32
H: -3.0318 0.7388 -6.3015  0.42
H: 0.1255 0.1448 -4.3295  0.38
H: -2.2740 2.8765 -2.2792  0.55
H: -4.9374 -0.6421 -6.2076  0.41
H: -6.0411 -2.7596 -5.5871  0.41
H: -4.7719 -4.5183 -4.3758  0.54
H: -1.2932 -2.0451 -4.4470  0.46
H: 0.5081 -7.2999 -1.2283  0.54
H: 2.7635 -7.3363 -0.1800  0.41
H: 4.2414 -5.3766 -0.3514  0.47
H: 4.5593 -3.2205 -2.4104  0.36
H: 4.3209 -2.8963 -0.6979  0.47
H: 1.6566 -1.5621 -0.4955  0.67
H: 2.6104 0.5860 -3.9485  0.52
H: 1.2806 -3.3781 -2.7171  0.83
O: 2.2127 2.2800 0.1234  -1.10
C: 1.9518 1.3613 0.9665  1.85
O: 1.0613 0.4942 0.6914  -0.70
C: 2.6763 1.3127 2.2564  -0.02
C: 3.6464 2.2653 2.5266  -0.36
C: 4.3551 2.2582 3.7313  -1.12
C: 4.0461 1.2622 4.6218  1.01
O: 4.5895 1.0399 5.8442  -0.50
C: 3.9047 -0.0901 6.3987  -0.31
O: 2.9835 -0.5593 5.4067  -0.52
C: 3.0790 0.3042 4.3538  0.74
C: 2.3749 0.2948 3.1836  -1.05
H: 3.8437 3.0286 1.7856  0.51
H: 5.1119 2.9979 3.9527  0.45
H: 3.3597 0.2184 7.2899  0.28
H: 4.6257 -0.8716 6.6281  0.28
H: 1.6211 -0.4492 2.9650  0.52
C: -1.9284 0.5920 1.2194  -1.60
C: -1.7969 2.0391 0.8873  0.86
N: -1.0015 2.5647 -0.0257  0.47
C: -1.1847 3.9379 0.0309  -1.29
C: -2.1257 4.2314 0.9560  -0.36
N: -2.4950 3.0209 1.5034  0.26
C: -3.3747 2.8676 2.6587  -0.95
N: -2.9500 3.7327 3.7161  0.64
N: -3.7801 4.7173 4.1657  -0.76
N: -3.1693 5.4079 5.0452  -0.48
C: -1.8836 4.9078 5.1813  -0.04
C: -0.8255 5.3347 5.9873  -0.71
C: 0.3652 4.6561 5.8709  -0.79
C: 0.5134 3.5737 4.9792  0.02
C: -0.5250 3.1315 4.1897  -0.51
C: -1.7305 3.8288 4.3195  1.14
H: -1.3218 0.0096 0.5335  0.11
H: -2.9646 0.2603 1.1473  0.53
H: -1.5654 0.3830 2.2277  0.35
H: -0.6168 4.6149 -0.5867  0.59
H: -2.5350 5.1666 1.3007  0.54
H: -3.3426 1.8261 2.9679  0.50
H: -4.3967 3.1416 2.4136  0.31
H: -0.9458 6.1717 6.6620  0.43
H: 1.2145 4.9608 6.4689  0.41
H: 1.4732 3.0802 4.9074  0.31
H: -0.3975 2.3044 3.5018  0.32

Forces on the atoms, in the same order (eV/Å):
Mn -0.3 -0.3 -0.1
C 0.0 0.0 0.1
N -0.1 0.0 -0.1
C 0.1 0.0 -0.1
N 0.0 0.2 0.3
C 0.0 0.0 -0.1
N 0.2 -0.1 0.0
C 0.0 0.0 0.0
C 0.0 0.0 0.0
C 0.0 0.0 0.0
C 0.0 0.0 0.0
C 0.0 0.0 0.0
C 0.1 0.0 0.0
C -0.1 0.0 0.0
N 0.1 -0.1 0.1
N -0.1 0.0 0.0
C 0.0 -0.1 0.0
O 0.1 0.1 0.0
C 0.0 0.0 0.0
C 0.0 0.0 0.0
C 0.0 0.0 0.0
C 0.0 0.0 0.0
C 0.0 0.0 0.0
C -0.1 0.0 0.0
N 0.1 -0.2 0.0
C 0.0 0.0 -0.1
N 0.4 0.3 0.0
C -0.1 -0.1 0.0
N -0.1 0.0 0.2
C -0.1 0.0 -0.1
H 0.0 0.0 0.0
H 0.0 0.0 0.0
H -0.1 0.0 0.0
H 0.0 0.0 0.0
H 0.0 0.0 0.0
H 0.0 0.0 0.0
H 0.0 0.0 0.0
H 0.0 0.0 0.0
H 0.0 0.0 0.0
H 0.0 0.0 0.0
H 0.0 0.0 0.0
H 0.0 0.0 0.0
H 0.0 0.0 0.0
H 0.0 0.0 0.0
H 0.0 0.0 0.1
H 0.0 0.0 0.0
O -0.1 -0.1 -0.1
C 0.0 0.0 -0.1
O 0.1 0.0 0.2
C 0.0 -0.1 0.0
C 0.0 0.1 0.0
C 0.0 0.1 -0.1
C 0.0 0.0 0.1
O 0.0 0.0 0.1
C 0.0 0.0 -0.2
O 0.1 0.0 0.1
C -0.1 -0.1 0.0
C -0.1 0.0 -0.1
H 0.0 0.0 0.0
H 0.0 0.0 0.0
H -0.1 0.0 0.0
H 0.0 0.0 0.0
H 0.0 0.0 0.0
C 0.0 0.1 -0.1
C 0.0 0.0 0.1
N 0.2 0.2 0.0
C 0.0 -0.1 -0.2
C 0.1 0.0 0.1
N -0.2 0.0 0.1
C 0.1 0.1 0.0
N -0.1 0.0 -0.1
N 0.2 0.0 0.1
N 0.1 -0.1 -0.2
C -0.1 0.1 0.1
C 0.0 0.0 0.0
C 0.0 0.0 0.0
C -0.1 0.0 0.0
C 0.0 0.0 0.0
C 0.0 -0.1 0.0
H 0.0 0.0 0.0
H 0.0 0.0 0.0
H 0.0 0.0 0.0
H -0.1 0.0 0.0
H 0.0 0.0 0.0
H 0.0 -0.1 0.0
H -0.1 0.0 0.0
H 0.0 0.0 0.0
H 0.0 0.0 0.0
H 0.1 0.0 0.0
H 0.0 0.0 0.0

=====

Density functional theory data (wB97M-V/def2-TZVPD) for a structure of composition C39H32N2O4P2Rh at a distorted geometry.

HOMO level (spin up / spin down) ... -9.921 / -9.922 eV
Gap between HOMO and LUMO (spin up / spin down) ... 4.4 / 4.4 eV
Net charge ... +1

Each line ends with the Mulliken charge.
Atoms and positions in Å:
Rh: -0.9371 -0.2930 -1.3035  -0.76
O: -5.3049 -5.7282 -0.7469  -0.69
C: -5.4148 -4.6008 -0.2605  0.32
O: -6.0800 -4.1222 0.6690  -0.68
C: -4.3665 -3.5925 -0.7961  0.35
C: -3.1168 -4.0335 -1.2247  -0.73
C: -2.1383 -3.1227 -1.5551  -0.33
N: -2.3653 -1.8014 -1.5007  0.01
C: -3.5987 -1.3678 -1.1496  0.08
C: -4.6141 -2.2157 -0.7948  -0.31
C: -3.7076 0.1193 -1.0935  0.57
O: -4.7074 0.7699 -1.1020  -0.55
O: -2.5051 0.7524 -1.0084  -0.52
H: -2.9360 -5.0992 -1.2873  0.56
H: -1.1545 -3.4336 -1.8886  0.64
H: -5.5733 -1.8257 -0.4786  0.57
C: 1.6418 -0.1499 0.9674  -2.09
N: 1.8416 1.2664 1.0271  1.33
C: 1.1884 2.1541 0.0988  -1.91
P: 0.6140 1.3988 -1.4661  1.90
C: 0.0866 2.8372 -2.4216  0.86
C: 1.0736 3.5921 -3.0618  -0.62
C: 0.7234 4.7388 -3.7505  -0.78
C: -0.6082 5.1335 -3.8072  -0.49
C: -1.5870 4.3830 -3.1753  -0.77
C: -1.2469 3.2309 -2.4816  -0.56
C: 2.0178 0.6582 -2.3192  0.60
C: 1.7569 -0.0834 -3.4740  -0.78
C: 2.8015 -0.6480 -4.1879  -0.81
C: 4.1069 -0.4758 -3.7504  -0.58
C: 4.3706 0.2555 -2.5987  -0.75
C: 3.3317 0.8227 -1.8788  -0.27
C: 2.4535 1.8297 2.1723  0.19
C: 2.0115 3.0433 2.6985  -0.04
C: 2.6331 3.5797 3.8158  -0.90
C: 3.6853 2.9160 4.4272  -0.51
C: 4.1266 1.7097 3.9038  -0.89
C: 3.5271 1.1716 2.7772  -0.38
P: -0.0754 -0.7663 0.7002  2.21
C: 0.1236 -2.5388 0.7834  1.10
C: -0.4523 -3.2810 1.8120  -0.47
C: -0.2514 -4.6511 1.8512  -0.74
C: 0.5190 -5.2732 0.8788  -0.64
C: 1.1005 -4.5329 -0.1445  -0.66
C: 0.9003 -3.1660 -0.1973  -0.84
C: -1.1638 -0.1799 1.9919  0.52
C: -0.6727 0.5796 3.0554  -0.64
C: -1.5479 1.0359 4.0283  -0.66
C: -2.8995 0.7323 3.9479  -0.78
C: -3.3872 -0.0384 2.8994  -0.83
C: -2.5246 -0.4873 1.9194  -0.90
H: 1.9687 -0.6064 1.9022  0.94
H: 2.2280 -0.6333 0.1701  0.36
H: 1.8466 2.9929 -0.1497  0.86
H: 0.2578 2.5953 0.4963  0.67
H: 2.1112 3.2810 -3.0308  0.38
H: 1.4864 5.3225 -4.2472  0.43
H: -0.8808 6.0281 -4.3508  0.41
H: -2.6235 4.6879 -3.2226  0.47
H: -2.0203 2.6544 -1.9918  0.39
H: 0.7379 -0.2037 -3.8323  0.49
H: 2.5980 -1.2131 -5.0874  0.47
H: 4.9236 -0.9084 -4.3124  0.44
H: 5.3900 0.3857 -2.2609  0.48
H: 3.5465 1.3860 -0.9777  0.39
H: 1.1773 3.5697 2.2536  0.39
H: 2.2804 4.5213 4.2153  0.42
H: 4.1632 3.3382 5.3002  0.41
H: 4.9593 1.1916 4.3607  0.41
H: 3.9066 0.2474 2.3592  0.45
H: -1.0602 -2.7995 2.5661  0.45
H: -0.7028 -5.2347 2.6418  0.47
H: 0.6680 -6.3439 0.9170  0.43
H: 1.7025 -5.0230 -0.8974  0.47
H: 1.3520 -2.5904 -1.0026  0.40
H: 0.3816 0.8128 3.1449  0.31
H: -1.1686 1.6277 4.8503  0.49
H: -3.5783 1.0920 4.7095  0.42
H: -4.4384 -0.2885 2.8440  0.56
H: -2.9106 -1.0919 1.1126  0.82

Forces on the atoms, in the same order (eV/Å):
Rh 0.2 -0.7 -0.9
O -0.2 -0.1 -0.2
C 0.6 -0.2 0.5
O -0.2 0.2 -0.2
C -0.1 0.1 -0.1
C 0.0 -0.1 -0.1
C -0.1 0.0 -0.1
N 0.0 0.1 0.4
C 0.1 0.0 -0.2
C 0.0 0.1 -0.1
C -0.1 0.1 0.1
O 0.1 -0.2 0.1
O 0.4 0.2 0.2
H -0.1 0.0 0.0
H -0.1 0.0 0.1
H 0.0 -0.1 0.0
C 0.0 0.0 -0.3
N 0.0 0.0 -0.1
C -0.2 0.0 0.0
P -0.2 0.4 0.1
C 0.1 -0.1 0.0
C 0.0 0.0 0.0
C 0.0 0.0 0.0
C 0.0 0.0 0.0
C 0.0 0.0 0.0
C -0.1 0.0 0.1
C 0.0 0.0 0.1
C -0.1 -0.1 0.0
C 0.0 0.0 0.0
C 0.0 0.0 0.0
C 0.0 0.0 0.0
C 0.0 0.0 0.0
C 0.1 0.0 0.1
C 0.0 -0.1 -0.1
C 0.0 0.0 0.1
C 0.0 0.0 0.0
C 0.0 0.0 0.0
C -0.1 0.0 0.0
P -0.5 0.3 0.5
C 0.1 0.0 -0.1
C -0.1 0.0 -0.1
C 0.0 -0.1 0.0
C 0.0 0.0 0.0
C 0.0 0.0 0.0
C 0.1 0.1 0.0
C 0.1 0.1 0.0
C 0.1 0.0 0.0
C 0.0 0.0 0.0
C 0.0 0.0 0.0
C -0.1 0.0 0.0
C 0.1 0.0 0.1
H -0.1 0.0 0.0
H 0.0 0.0 0.1
H 0.0 0.0 0.0
H 0.0 0.0 0.0
H 0.0 0.0 0.0
H 0.0 0.0 0.0
H 0.0 0.0 0.0
H 0.0 0.0 0.0
H 0.0 0.0 0.0
H 0.0 0.1 0.0
H 0.0 0.0 0.0
H 0.0 0.0 0.0
H 0.0 0.0 0.0
H 0.0 0.0 0.0
H 0.0 0.0 0.0
H 0.0 0.0 0.0
H 0.0 0.0 0.0
H 0.0 0.0 0.0
H 0.0 0.0 0.0
H 0.0 0.0 0.0
H 0.0 0.0 0.0
H 0.0 0.0 0.0
H 0.0 0.0 0.0
H 0.0 0.0 0.0
H -0.1 0.0 0.0
H 0.0 0.0 0.0
H 0.0 0.0 0.0
H 0.0 0.0 0.0
H 0.0 -0.1 0.0